No. 1
Entry from OMol25: a molecular structure, C22H36CeN4OPS2 (wB97M-V/def2-TZVPD).

Each line ends with the Löwdin charge.
CARTESIAN COORDINATES (ANGSTROEM)
Ce 0.7368 0.0634 -0.3882  0.777
S -1.7727 0.0752 0.7612  0.467
S -1.1236 0.2197 -2.4215  0.482
P -2.1252 1.1952 -0.9172  0.282
O 1.7235 1.4909 1.4358  -0.238
N 0.8112 -1.7273 1.3653  0.110
N 2.0075 1.0796 -2.4398  -0.048
N 3.2234 -0.8506 -0.0655  -0.020
N 1.4391 -1.7608 -2.0542  -0.156
C 0.8342 -2.5021 2.2202  -0.036
C 2.4385 -2.7049 -1.4806  -0.162
C 1.0276 1.5151 2.7291  -0.039
C -1.2089 3.3376 0.5922  -0.104
C 1.0820 -2.7241 4.6315  -0.014
C -3.8241 1.3779 -1.2918  -0.394
C 1.7940 -1.2044 -3.3948  -0.169
C -0.5498 -4.1658 3.3253  -0.009
C -5.8531 0.4964 -2.1593  -0.028
C -5.8157 2.7073 -1.1888  -0.040
C -6.5007 1.6818 -1.7997  -0.015
C -0.4261 4.7962 -1.6583  -0.031
C -0.3250 5.3490 -0.3832  -0.016
C -0.9198 3.5138 -1.8147  -0.084
C 2.6414 0.0510 -3.3148  -0.180
C -4.5099 0.3398 -1.9048  -0.086
C 3.6478 -1.9793 -0.9438  -0.176
C 0.8319 -3.4892 3.3213  -0.567
C -4.4699 2.5707 -0.9274  -0.050
C -1.3115 2.7721 -0.6866  -0.435
C 1.9510 -4.5076 3.0525  -0.016
C -0.7159 4.6265 0.7364  -0.038
H -6.4037 -0.2999 -2.6405  0.126
H 2.7856 0.4442 -4.3223  0.146
H -1.5482 2.7887 1.4616  0.096
H 1.9084 -5.2612 3.8382  0.111
H -1.3513 -3.4471 3.4928  0.099
H 3.9488 -0.1370 -0.0624  0.117
H -4.0096 -0.5797 -2.1819  0.105
H 0.6047 2.5007 2.9011  0.100
H 0.3096 -1.9781 4.8181  0.097
H 0.0463 6.3590 -0.2667  0.130
H -0.1418 5.3771 -2.5253  0.127
H 1.9358 -3.2582 -0.6862  0.119
H 2.3175 -1.9558 -3.9905  0.148
H 3.1841 -1.1834 0.8947  0.086
H 2.7430 -3.4318 -2.2374  0.146
H -1.0345 3.0988 -2.8093  0.106
H 0.8606 -0.9840 -3.9120  0.102
H 3.6315 -0.1490 -2.9171  0.108
H 4.2650 -1.5837 -1.7446  0.116
H 0.5827 -2.2975 -2.1916  0.126
H -7.5556 1.8026 -2.0061  0.130
H 2.4574 2.1195 1.4603  0.133
H 2.6501 1.8603 -2.3163  0.123
H -0.5590 -4.8831 4.1454  0.111
H -3.9379 3.3858 -0.4529  0.114
H 1.7131 1.2340 3.5242  0.111
H 2.0631 -2.2493 4.6405  0.095
H -0.6606 5.0791 1.7177  0.126
H 4.2800 -2.6804 -0.3978  0.142
H -0.7389 -4.7071 2.3990  0.100
H -6.3308 3.6183 -0.9194  0.128
H 0.2271 0.7846 2.6632  0.046
H 1.0518 -3.4473 5.4461  0.112
H 1.2130 1.4770 -2.9417  0.061
H 1.8178 -5.0156 2.0972  0.095
H 2.9370 -4.0436 3.0864  0.095

Output
**HOMO energy (alpha / beta)**: -16.715 / -16.715 eV
**ΔE to the lowest compared entry with this formula, charge and spin**: 0.261 eV
**Total charge**: +3
**Gap between HOMO and LUMO (alpha / beta)**: 0.191 / 0.194 hartree

***

No. 2
Entry from OMol25: a molecular structure, C9H21ClI2NOsP2S (wB97M-V/def2-TZVPD).

Each line ends with the Mulliken spin population.
CARTESIAN COORDINATES (ANGSTROEM)
Os -0.0238 -0.3959 -0.4226  1.660
I -0.0043 -1.1566 -3.7416  0.980
I 0.0147 1.9200 -1.5766  0.646
Cl -0.0302 -0.0948 2.0525  0.002
S 0.2362 -4.8821 0.9943  0.036
P 2.1651 -0.0050 -0.0457  0.211
P -2.2049 0.0424 -0.0714  0.211
N -0.0028 -2.4978 -0.0104  -0.033
C 2.9855 -0.1984 -1.6651  0.060
C 0.0418 -3.4081 -1.0761  -0.004
C -3.1504 -1.0758 1.0011  0.020
C 3.0790 -1.1459 1.0342  0.020
C 0.2186 -4.7405 -0.7492  0.018
C -3.0000 -0.1497 -1.7043  0.063
C 2.6277 1.6620 0.5768  0.003
C -2.6355 1.7244 0.5362  0.004
C 0.0687 -3.1893 1.1421  0.041
H 2.0014 1.9077 1.4399  -0.004
H -3.6794 1.7093 0.8315  0.001
H -4.0623 -0.3256 -1.5332  0.010
H 2.8227 0.7084 -2.2518  0.002
H -2.0164 1.9561 1.4083  -0.004
H 3.6667 1.6317 0.8852  0.001
H -2.7658 -1.0323 2.0333  -0.001
H 2.6427 -1.1453 2.0476  -0.001
H 4.0535 -0.3574 -1.4828  0.011
H -2.8353 0.7662 -2.2809  0.003
H 0.2950 -5.5481 -1.4843  0.000
H -2.4809 2.4451 -0.2821  0.013
H 2.5870 -1.0664 -2.1783  -0.006
H 4.1278 -0.8137 1.1091  0.007
H -3.1079 -2.1159 0.6131  0.001
H 0.0033 -2.9496 -2.0574  0.009
H 2.5008 2.3957 -0.2380  0.014
H -2.5863 -1.0070 -2.2205  -0.006
H 3.0751 -2.1687 0.6083  0.002
H 0.0408 -2.7295 2.1311  0.001
H -4.2073 -0.7585 1.0091  0.008

Output
**HOMO energy (alpha / beta)**: -19.197 / -19.652 eV
**ΔE to the lowest compared entry with this formula, charge and spin**: 0.785 eV
**Total charge**: +3
**Gap between HOMO and LUMO (alpha / beta)**: 0.231 / 0.203 hartree
**2S+1**: 5
**⟨S²⟩**: 6.027

***

No. 3
Entry from OMol25: 2 unconnected molecules or ions with the total composition C3H10NO (wB97M-V/def2-TZVPD).

Each line ends with the Löwdin charge.
CARTESIAN COORDINATES (ANGSTROEM)
O 0.1792 -0.7192 2.6263  -0.056
N -0.0592 -0.6530 0.0435  0.035
C 0.0324 -1.5620 -0.8060  0.143
C -0.2961 1.4496 -1.4700  -0.077
C 0.3217 0.8301 -0.2247  -0.138
H 1.3770 0.7820 -0.1048  0.117
H -0.0117 -1.3457 -1.8014  0.086
H -0.3814 -0.8175 1.0948  0.147
H -0.2858 2.5182 -1.5385  0.078
H 0.0151 -2.6196 -0.5666  0.128
H -1.3182 1.1492 -1.6761  0.084
H 0.7681 -1.3713 3.0609  0.104
H 0.2284 1.1277 -2.4164  0.098
H -0.0815 1.3931 0.6654  0.134
H -0.4880 -0.1615 3.1135  0.118

Output
**HOMO energy**: -16.328 eV
**ΔE to the lowest compared entry with this formula, charge and spin**: 1.452 eV
**Total charge**: +1
**Gap between HOMO and LUMO**: 0.435 hartree

***

No. 4
Entry from OMol25: a single C5H10O molecule (wB97M-V/def2-TZVPD).

Each line ends with the Löwdin charge.
CARTESIAN COORDINATES (ANGSTROEM)
O -2.4981 0.1633 -0.6043  -0.064
C 1.2286 -0.1662 1.1059  -0.116
C -1.3492 0.9999 -0.5193  -0.290
C 0.7279 -0.6188 -0.3125  -0.174
C -0.2085 0.3338 -1.2094  -0.182
C 2.4547 -0.6396 1.7185  0.017
H -2.2434 -0.5452 0.0285  0.099
H 2.6443 -0.6677 2.7429  0.016
H -0.5727 -0.2545 -1.9559  0.077
H 0.2968 -1.6441 -0.2287  0.113
H 2.9121 -1.3268 1.0638  0.022
H 0.4144 1.0647 -1.6820  0.102
H 1.4724 -0.8379 -1.0159  0.072
H -1.4731 1.9218 -1.1642  0.135
H -1.1081 1.3479 0.4473  0.090
H 0.5207 0.1816 1.8988  0.084

Output
**HOMO energy**: -9.377 eV
**ΔE to the lowest compared entry with this formula, charge and spin**: 2.711 eV
**Gap between HOMO and LUMO**: 0.379 hartree